Molecular formula: C36H74Cl2F3N5O12S
Method: DFT, wB97M-V/def2-TZVPD

Cartesian coordinates (Å):
C: -4.370 -3.157 -3.444
C: -3.355 -2.193 -4.360
F: -2.735 -3.164 -5.341
C: -4.186 -1.083 -5.269
C: -4.179 0.446 -4.677
C: -4.281 0.199 -3.019
N: -4.132 0.068 -1.718
C: -5.457 1.382 -5.022
Cl: -6.091 2.128 -3.397
C: -6.784 0.715 -5.683
C: -7.627 -0.303 -4.658
Cl: -6.588 0.036 -7.404
C: -2.767 1.250 -5.087
C: -2.868 1.373 -6.764
N: -2.991 1.389 -8.069
C: -2.684 2.808 -4.648
C: -2.829 3.221 -3.093
C: -1.681 4.357 -2.648
C: -0.973 3.911 -1.238
S: 0.736 4.758 -1.119
C: 1.146 4.608 0.721
N: 2.233 3.842 1.445
N: 1.916 4.142 2.789
C: 0.677 5.048 2.898
O: 0.184 5.357 1.545
N: -1.523 0.420 -4.890
C: -0.835 0.593 -3.575
O: -1.130 0.022 -2.402
F: 0.315 1.573 -3.532
C: -0.560 0.483 -6.049
O: -0.380 -0.663 -6.763
F: 0.268 1.638 -6.466
H: -3.831 -3.519 -2.458
H: -5.361 -2.572 -3.206
H: -4.701 -4.081 -4.122
H: -2.460 -1.759 -3.755
H: -5.273 -1.571 -5.350
H: -3.748 -1.196 -6.364
H: -5.224 2.348 -5.684
H: -7.549 1.626 -5.822
H: -7.705 -1.330 -5.262
H: -7.027 -0.554 -3.683
H: -8.731 0.051 -4.479
H: -1.607 3.188 -5.004
H: -3.435 3.504 -5.264
H: -2.660 2.338 -2.308
H: -3.861 3.789 -2.902
H: -0.831 4.485 -3.439
H: -2.182 5.421 -2.514
H: -0.778 2.756 -1.165
H: -1.556 4.279 -0.277
H: 0.142 5.461 3.859
C: 4.546 4.878 6.008
C: 5.392 5.860 5.225
O: 5.564 5.398 3.893
H: 5.018 3.889 6.022
H: 4.408 5.217 7.039
H: 3.563 4.755 5.542
H: 6.381 5.963 5.681
H: 4.921 6.847 5.196
H: 4.681 5.318 3.494
C: -0.088 -6.657 -5.456
C: -1.578 -6.461 -5.644
O: -2.121 -5.769 -4.529
H: 0.113 -7.224 -4.541
H: 0.345 -7.193 -6.306
H: 0.420 -5.693 -5.352
H: -2.084 -7.428 -5.725
H: -1.787 -5.885 -6.550
H: -1.670 -4.909 -4.470
C: -0.406 -11.339 -3.855
C: -0.847 -10.459 -5.006
O: 0.240 -9.658 -5.448
H: -0.038 -10.729 -3.023
H: -1.233 -11.960 -3.499
H: 0.419 -11.992 -4.160
H: -1.656 -9.793 -4.691
H: -1.203 -11.062 -5.847
H: 0.949 -10.259 -5.733
C: 4.472 0.050 2.407
C: 2.981 0.246 2.219
O: 2.439 0.938 3.335
H: 4.673 -0.516 3.322
H: 4.904 -0.486 1.557
H: 4.979 1.015 2.511
H: 2.475 -0.720 2.138
H: 2.772 0.823 1.313
H: 2.889 1.798 3.393
C: -2.215 5.263 7.554
C: -1.369 6.245 6.771
O: -1.197 5.783 5.439
H: -1.744 4.275 7.568
H: -2.354 5.603 8.585
H: -3.198 5.140 7.088
H: -0.380 6.348 7.227
H: -1.840 7.233 6.742
H: -2.080 5.703 5.040
C: -2.256 -0.180 2.441
C: -2.866 -1.420 1.821
O: -4.275 -1.270 1.724
H: -2.674 -0.001 3.436
H: -1.170 -0.281 2.527
H: -2.481 0.706 1.837
H: -2.658 -2.299 2.439
H: -2.462 -1.598 0.820
H: -4.449 -0.493 1.167
C: 8.836 -0.892 -0.278
C: 7.346 -0.696 -0.466
O: 6.803 -0.004 0.650
H: 9.037 -1.458 0.637
H: 9.268 -1.428 -1.128
H: 9.343 0.072 -0.174
H: 6.839 -1.662 -0.547
H: 7.137 -0.119 -1.372
H: 7.253 0.856 0.708
C: 5.739 1.743 8.929
C: 4.379 2.409 8.898
O: 3.979 2.630 7.553
H: 6.485 2.366 8.424
H: 6.065 1.569 9.959
H: 5.714 0.784 8.401
H: 4.414 3.376 9.407
H: 3.626 1.786 9.390
H: 3.943 1.764 7.112
C: 2.244 -2.802 4.757
C: 0.754 -2.606 4.569
O: 0.212 -1.915 5.685
H: 2.445 -3.369 5.672
H: 2.677 -3.339 3.907
H: 2.752 -1.838 4.861
H: 0.248 -3.573 4.488
H: 0.545 -2.030 3.663
H: 0.662 -1.054 5.743

Cartesian forces, eV/Å:
0.067 0.272 -0.762
-0.394 -1.258 -0.095
-1.038 2.236 1.608
-0.090 -1.900 -0.727
0.090 -1.219 1.811
2.423 -0.534 9.064
-1.503 1.008 -12.341
-0.837 0.980 -0.954
0.245 -0.224 -1.794
-2.245 1.265 1.558
0.646 -1.600 -1.469
0.216 0.570 1.706
-1.882 1.215 -2.495
-1.215 -0.453 -8.829
1.152 -0.014 12.314
0.962 1.583 -0.296
0.500 1.036 1.404
0.186 0.161 0.422
-0.383 -0.152 0.812
-0.185 -0.719 2.061
0.804 -1.071 1.080
-6.906 5.026 -0.332
-4.518 3.409 -0.767
3.635 -2.749 -2.684
4.816 -3.495 2.236
2.828 2.046 0.851
-0.230 -1.441 7.106
1.917 4.024 -9.079
-3.497 -2.960 -0.838
2.657 -6.720 -5.445
-1.299 8.759 5.381
-3.189 -3.170 2.095
-1.236 0.764 -2.153
2.074 -0.994 -0.176
1.028 2.009 1.510
-1.786 -0.764 -1.134
2.229 1.631 0.291
-0.763 0.725 2.291
-0.094 -2.452 1.468
2.081 -1.912 0.150
0.061 2.155 1.403
-1.349 0.788 -1.777
2.439 -0.452 -0.168
-2.275 -1.037 0.644
1.551 -1.980 1.185
-0.787 1.770 -2.012
2.208 -1.835 -0.422
-1.599 -0.398 1.265
1.075 -2.261 -0.249
-0.522 2.248 -0.280
0.979 -0.891 -2.179
1.121 -0.910 -2.061
0.237 0.050 -0.052
-0.445 -0.149 -0.040
-0.056 0.014 -0.435
-0.054 0.417 0.019
-0.037 -0.123 -0.060
0.021 0.072 0.086
-0.042 -0.018 -0.239
0.058 0.124 0.180
0.419 -0.033 0.207
0.229 -0.068 -0.039
0.328 0.300 0.148
-0.071 0.095 0.318
-0.076 0.000 -0.252
0.013 0.055 0.175
-0.085 0.034 -0.131
-0.047 0.169 0.118
0.020 -0.121 -0.154
-0.369 -0.428 -0.148
-0.078 -0.084 0.241
0.266 -0.250 0.039
0.336 -0.090 -0.260
-0.136 -0.037 -0.121
0.114 -0.007 0.005
-0.133 -0.039 -0.027
0.209 0.059 -0.121
-0.200 -0.062 0.083
-0.378 0.333 0.156
-0.076 -0.349 -0.130
0.376 0.272 0.161
-0.204 0.203 0.321
-0.101 -0.007 -0.085
-0.059 0.217 0.290
-0.029 -0.066 -0.168
-0.081 0.140 0.130
0.040 -0.120 -0.135
-0.343 -0.311 -0.047
-0.001 -0.157 0.169
-0.267 -0.044 0.227
-0.122 -0.047 -0.640
0.008 0.186 0.037
-0.047 -0.057 -0.097
0.019 0.106 0.097
-0.079 -0.037 -0.262
0.061 0.038 0.166
0.457 0.003 0.209
0.195 0.054 0.186
-0.060 0.365 -0.105
-0.351 0.105 -0.143
0.097 -0.126 -0.104
-0.052 0.114 0.010
0.104 -0.078 -0.070
-0.207 0.083 -0.088
0.196 -0.054 0.033
0.107 -0.455 0.200
0.199 -0.188 -0.033
0.305 0.263 0.067
0.229 0.312 -0.071
-0.087 0.015 -0.158
0.045 0.071 0.077
-0.033 -0.057 -0.128
-0.065 0.195 0.134
0.042 -0.163 -0.148
-0.267 -0.431 0.005
0.237 0.003 0.122
0.081 -0.340 -0.192
-0.297 -0.457 -0.020
-0.124 -0.016 0.121
0.028 -0.050 -0.097
-0.040 0.016 0.135
-0.101 -0.046 -0.216
0.066 0.042 0.229
-0.030 0.437 0.197
0.216 -0.143 -0.023
0.258 0.268 0.106
-0.107 0.296 0.198
-0.096 -0.012 -0.152
0.053 0.063 0.063
-0.054 -0.027 -0.162
-0.068 0.194 0.138
0.059 -0.130 -0.156
-0.243 -0.420 -0.093

Values from the calculation:
HOMO level	-9.05	eV
energy above the lowest of the compared OMol25 structures with the same formula, charge and spin	15.822	eV
LUMO energy	-1.75	eV
largest force on an atom	12.47	eV Å⁻¹
HOMO-LUMO gap	7.30	eV
multiplicity	1